The following is a DFT calculation (wB97M-V/def2-TZVPD) of C39H26Br2F7N4O3S2TeTi as an isolated structure.

Computed properties:
molar mass: 1131.1 Da
energy above the lowest of the compared OMol25 structures with the same formula, charge and spin: 257.0 kJ/mol
LUMO: -4.6 eV
maximum force: 0.012 Eh/bohr

Structure (ORCA input):
```
! wB97M-V def2-TZVPD RIJCOSX def2/J DEFGRID3
* xyz 1 1
Ti -1.1049 -0.0353 0.2959
Br -1.6629 3.8041 2.2863
C -0.4011 2.7718 3.2343
C 0.1421 3.2723 4.4343
C 1.0699 2.5446 5.1153
Br 1.7835 3.2564 6.7157
C 1.5106 1.2809 4.6385
C 2.4750 0.4654 5.2741
C 2.8267 -0.7245 4.7064
C 2.2317 -1.1027 3.4834
N 1.3433 -0.3718 2.8642
C 0.9640 0.7964 3.4325
C -0.0193 1.5589 2.7288
O -0.5111 1.0686 1.5979
H -0.1848 4.2337 4.8038
H 2.9191 0.7926 6.2042
H 3.5552 -1.3720 5.1745
H 2.5036 -2.0351 2.9971
F -1.2303 3.4583 -3.9352
C -1.8712 2.9683 -2.8576
C -1.2441 2.0105 -2.0805
C -1.9036 1.4913 -0.9722
C -3.1964 1.9351 -0.6672
C -3.7832 2.8962 -1.4831
F -5.0314 3.3357 -1.2352
C -3.1429 3.4318 -2.5839
C -3.8318 1.2929 0.5003
C -5.0180 1.6817 1.1090
C -5.4829 0.9713 2.2033
C -4.7659 -0.1177 2.6719
C -3.5864 -0.4446 2.0341
N -3.1303 0.2444 0.9827
H -0.2494 1.6760 -2.3590
H -3.6226 4.1800 -3.1980
H -5.5659 2.5312 0.7374
H -6.4034 1.2721 2.6861
H -5.1022 -0.6996 3.5172
H -2.9725 -1.2761 2.3533
F 1.3032 -2.9879 0.7167
Te -0.5779 -3.2115 0.2110
F -1.6114 -1.1385 -1.1708
F -0.5151 -4.5782 1.4870
F 1.4724 -3.5804 -2.8430
F -2.4816 -3.6928 0.1434
O -1.0101 -1.7614 1.2482
N -2.4166 -0.5744 -3.9829
C -2.1601 -1.8155 -3.6531
N -0.8866 -2.2868 -3.6961
C -0.8655 -3.5082 -3.2601
C 0.3763 -4.3359 -3.1652
C 0.2368 -5.5357 -2.2842
C -0.9630 -6.0224 -1.9432
C -2.1806 -5.3011 -2.2646
C -2.1165 -4.1076 -2.8900
S -3.3848 -2.9388 -3.1670
H -1.6309 0.0464 -4.1175
H -3.3172 -0.1585 -3.8069
H 0.5218 -4.7341 -4.1867
H 1.1623 -6.0124 -1.9871
H -1.0438 -6.9306 -1.3632
H -3.1272 -5.6910 -1.9144
O 0.7300 -0.1738 -0.5687
S 2.1850 -0.1773 -0.0415
C 3.1110 -0.2092 -1.5505
C 3.9138 -1.3221 -1.7430
C 4.6420 -1.4317 -2.9211
C 4.5499 -0.4395 -3.8827
C 3.7335 0.6712 -3.6803
C 3.0111 0.7934 -2.5088
C 2.4964 1.4710 0.5408
C 3.5145 1.6030 1.4751
C 3.7713 2.8518 2.0185
C 3.0046 3.9444 1.6356
C 1.9874 3.7971 0.7010
C 1.7272 2.5543 0.1457
H 3.9566 -2.0949 -0.9849
H 5.2771 -2.2917 -3.0848
H 5.1200 -0.5240 -4.7984
H 3.6736 1.4440 -4.4348
H 2.3869 1.6604 -2.3334
H 4.0794 0.7348 1.7945
H 4.5551 2.9672 2.7553
H 3.1947 4.9144 2.0757
H 1.3814 4.6474 0.4175
H 0.9075 2.4241 -0.5477
*
```